# 1
{
  "formula": "C9H14O",
  "method": "ωB97M-V/def2-TZVPD",
  "lumo_energy_ha": 0.0311,
  "total_charge": 0,
  "spin_multiplicity": 1,
  "homo_lumo_gap_ev": 9.7,
  "smiles": "Cc1ccccc1.CCO",
  "e_above_lowest_kcal_mol": 40.4,
  "species": ["C", "C", "C", "C", "C", "C", "C", "H", "H", "H", "H", "H", "H", "H", "H", "C", "C", "O", "H", "H", "H", "H", "H", "H"],
  "coordinates": [[-3.72426, -1.84834, -0.13596], [-2.29391, -1.57512, -0.30677], [-1.73384, -0.74116, 0.61226], [-0.32865, -0.72171, 0.63646], [0.39247, -1.16480, -0.48127], [-0.17769, -2.06229, -1.43222], [-1.53728, -2.31854, -1.24545], [-4.31389, -1.45882, 0.64977], [-3.84652, -2.87566, -0.07287], [-4.27775, -1.61116, -1.15648], [-2.30667, -0.19673, 1.29294], [0.17021, -0.21842, 1.51370], [1.42999, -0.80702, -0.57922], [0.34158, -2.50990, -2.22125], [-2.08680, -2.91256, -1.94577], [2.22390, 3.45874, 0.43839], [2.67966, 2.00905, 0.50597], [4.08754, 1.92760, 0.79891], [2.23445, 4.03689, 1.44682], [1.22444, 3.39673, 0.04979], [2.84862, 4.05266, -0.24199], [2.28478, 1.68285, 1.37863], [2.38463, 1.43825, -0.38223], [4.32500, 1.01949, 0.87783]],
  "forces_ev_per_angstrom": [[-1.902, 0.601, -4.227], [-0.139, -0.627, 0.143], [2.927, -1.143, -0.651], [0.212, 1.586, 0.087], [0.641, -0.687, 0.173], [-1.659, 1.752, 2.533], [0.212, 1.355, 0.098], [0.010, 1.044, 0.938], [-0.292, -2.233, 0.204], [0.777, -0.225, 1.959], [-0.818, 0.541, 1.151], [-0.316, -0.320, -1.364], [-0.398, -0.669, 0.135], [0.890, -0.391, -0.987], [-0.136, -0.582, -0.192], [0.926, 0.914, 0.794], [1.841, 1.601, -0.786], [-0.074, 1.301, -0.885], [-0.043, -1.347, -1.575], [-0.635, 0.459, -0.095], [-0.220, -0.207, -0.012], [-2.164, -1.830, 2.300], [0.116, 0.116, 0.166], [0.246, -1.011, 0.095]]
}



# 2
{
  "formula": "C9H14OS",
  "method": "ωB97M-V/def2-TZVPD",
  "lumo_energy_ha": [0.1159, 0.1120],
  "total_charge": -1,
  "s_squared": 0.76,
  "spin_multiplicity": 2,
  "homo_lumo_gap_ev": [2.6, 6.6],
  "e_above_lowest_kcal_mol": 8.7,
  "species": ["C", "C", "C", "C", "C", "C", "C", "O", "H", "H", "H", "H", "H", "H", "H", "H", "C", "C", "S", "H", "H", "H", "H", "H", "H"],
  "coordinates": [[1.71089, 1.17865, -1.94140], [1.43916, 0.03765, -1.01445], [1.80605, 0.11650, 0.30868], [0.50752, -0.98099, -1.35520], [1.43047, -0.82504, 1.32862], [0.09778, -1.91413, -0.40008], [0.57700, -1.88173, 0.88580], [0.16828, -2.92216, 1.68612], [0.87037, 1.85146, -2.14207], [1.80943, 0.77081, -2.96287], [2.44953, 0.92183, 0.66684], [0.04631, -1.01918, -2.34760], [1.90326, -0.74835, 2.29724], [-0.54413, -2.78138, -0.53347], [0.25978, -2.78074, 2.63519], [2.69504, 1.63212, -1.79875], [-1.69755, 0.47404, 0.98000], [-1.96952, 1.09652, -0.43240], [-2.67126, 1.44613, 2.17983], [-2.01007, -0.56959, 0.97172], [-0.65132, 0.43726, 1.26539], [-1.73838, 2.15494, -0.26096], [-2.30874, 2.65422, 1.80323], [-2.99561, 0.86466, -0.70213], [-1.18427, 0.78650, -1.11728]],
  "forces_ev_per_angstrom": [[0.433, -0.979, -1.861], [-1.260, 0.186, 1.156], [0.761, 0.276, 0.431], [0.276, 0.624, -1.958], [-0.449, -0.587, -0.499], [-0.116, -1.246, 1.771], [0.723, 1.018, 0.134], [-0.292, -0.816, 0.451], [0.144, 0.418, 0.836], [0.151, -0.278, 0.031], [-0.013, 0.083, -0.363], [0.322, 0.111, 0.169], [-0.119, -0.326, 0.132], [-0.153, 0.246, -0.701], [0.249, 0.599, -0.279], [-0.399, 0.502, 0.472], [-0.370, 0.424, -1.196], [1.427, 0.055, 1.807], [-0.394, -1.103, 0.711], [-0.344, 0.072, 0.375], [0.110, 0.315, -0.090], [-0.716, 0.137, -0.491], [0.324, 0.500, -0.307], [0.070, 0.353, -0.407], [-0.364, -0.585, -0.325]]
}



# 3
{
  "formula": "C9H14S2",
  "method": "ωB97M-V/def2-TZVPD",
  "lumo_energy_ha": [-0.0016, -0.0073],
  "total_charge": 0,
  "spin_multiplicity": 1,
  "homo_lumo_gap_ev": [7.5, 7.4],
  "e_above_lowest_kcal_mol": 191.7,
  "species": ["C", "C", "C", "C", "C", "C", "C", "C", "C", "S", "S", "H", "H", "H", "H", "H", "H", "H", "H", "H", "H", "H", "H", "H", "H"],
  "coordinates": [[0.37935, -0.96281, -0.35460], [-0.25149, -2.06979, -0.66701], [1.73451, -0.78105, -1.07236], [-1.00822, -2.99321, -1.14566], [-1.20042, 0.84821, 0.18633], [-3.22510, -0.04002, 1.61110], [1.82372, 2.88453, 0.80769], [1.93757, 0.80662, -1.10840], [0.03404, -0.40291, 0.95756], [-2.38586, 1.43064, 1.49412], [2.75739, 1.50886, 0.38563], [2.54254, -1.20791, -0.50309], [1.66743, -1.25366, -2.09554], [-1.92432, -2.88503, -1.60979], [-0.64881, -3.96906, -1.03449], [-1.68843, 0.35343, -0.67860], [-0.71950, 1.74452, -0.21155], [-3.57357, -0.56507, 0.73279], [-3.14772, -0.52773, 2.58807], [0.87783, 3.01981, 0.47158], [2.41753, 3.64094, 1.09377], [0.99335, 1.22645, -0.90552], [2.28992, 1.04049, -2.05239], [-0.58585, -0.88881, 1.75321], [0.90411, 0.04258, 1.35713]],
  "forces_ev_per_angstrom": [[1.227, -4.311, 0.571], [-0.323, 1.408, -0.960], [-1.385, 2.463, -0.064], [1.148, -0.454, 0.683], [1.175, -0.479, 1.940], [0.022, -0.367, 1.112], [1.361, -3.236, -0.666], [-0.353, -2.180, 1.897], [-3.031, 3.043, -1.612], [0.757, -0.432, -1.229], [0.681, -0.213, -0.543], [0.225, -0.465, 0.197], [0.212, 0.713, 1.100], [-1.613, 0.594, -1.171], [0.121, -1.670, 0.380], [0.139, -0.057, 0.902], [0.197, -0.160, 0.226], [0.079, -0.030, 0.048], [-0.605, 0.005, -0.470], [-2.654, 0.380, -0.883], [1.619, 2.748, 1.323], [-1.191, 0.494, -0.768], [1.173, 1.256, -1.519], [0.584, -0.115, -1.324], [0.434, 1.065, 0.831]]
}



# 4
{
  "formula": "C9H15BO3",
  "method": "ωB97M-V/def2-TZVPD",
  "lumo_energy_ha": 0.0062,
  "total_charge": 0,
  "spin_multiplicity": 1,
  "homo_lumo_gap_ev": 7.3,
  "smiles": "CO\\C(C)=C/C=C\\C=C(\\C)B(O)O",
  "e_above_lowest_kcal_mol": 25.4,
  "species": ["C", "O", "C", "C", "C", "C", "C", "C", "C", "C", "B", "O", "O", "H", "H", "H", "H", "H", "H", "H", "H", "H", "H", "H", "H", "H", "H", "H"],
  "coordinates": [[0.87903, -0.46691, -1.86601], [1.92129, -0.86111, -1.01555], [2.37176, -0.16690, 0.07952], [3.70047, -0.70871, 0.48759], [2.21182, 1.11599, 0.45984], [1.12751, 1.98362, 0.26109], [-0.17923, 1.56801, 0.31816], [-0.54358, 0.26772, 0.83424], [-1.77759, -0.33922, 0.57161], [-2.09922, -1.69851, 1.15905], [-3.05432, 0.30391, -0.29451], [-4.23330, -0.18372, 0.05175], [-2.84234, 1.20253, -1.27487], [0.09045, -0.00529, -1.24361], [0.54745, -1.48582, -2.29270], [1.18919, 0.32482, -2.56001], [3.84986, -0.83881, 1.56413], [4.42167, 0.09006, 0.21195], [3.85048, -1.70012, -0.05259], [2.98910, 1.41408, 1.11156], [1.39841, 3.02531, 0.40354], [-1.02332, 2.20780, 0.26651], [0.23938, -0.34861, 1.22931], [-1.96504, -1.65464, 2.27120], [-1.36090, -2.51107, 0.67614], [-3.09654, -1.90027, 1.05407], [-4.99865, -0.13333, -0.59762], [-3.61384, 1.49923, -1.81377]],
  "forces_ev_per_angstrom": [[-1.324, -0.625, 0.435], [0.727, -0.300, 1.626], [1.229, 0.681, -1.800], [0.906, -1.499, -0.431], [-0.936, -1.355, -0.234], [-1.995, 0.665, 0.802], [1.417, 0.063, 1.028], [-3.072, -1.499, -2.137], [0.601, 1.759, 0.163], [4.151, -0.286, 0.537], [3.165, -0.361, 1.101], [-3.624, -1.005, -0.829], [-0.460, 1.032, -1.528], [0.074, -0.564, -0.841], [0.288, 2.058, 0.042], [0.147, -0.564, -0.280], [-0.377, -0.188, -0.123], [-0.006, -1.058, -0.194], [0.283, 1.390, 0.767], [0.620, 0.657, 0.625], [-0.426, 0.261, -0.730], [-0.277, 1.009, -0.401], [0.337, -0.200, 0.643], [0.346, -0.314, -0.850], [-1.873, 1.495, 1.219], [-2.334, -1.030, -0.735], [1.545, 0.176, 1.306], [0.865, -0.398, 0.822]]
}



# 5
{
  "formula": "C9H15BrCdN6O",
  "method": "ωB97M-V/def2-TZVPD",
  "lumo_energy_ha": -0.2176,
  "total_charge": 2,
  "spin_multiplicity": 1,
  "homo_lumo_gap_ev": 10.1,
  "species": ["Cd", "C", "N", "C", "C", "N", "N", "C", "N", "N", "H", "H", "H", "H", "H", "H", "H", "H", "H", "H", "H", "O", "C", "C", "C", "N", "C", "Br", "C", "H", "H", "H", "H"],
  "coordinates": [[-0.54766, -0.38252, -0.81732], [4.27334, -0.21702, -1.44632], [3.69214, -0.42812, -0.13072], [4.63164, -0.59792, 0.96608], [2.36484, -0.47412, 0.02818], [1.52494, -0.49052, -0.97902], [1.93174, -0.47632, 1.34898], [0.69824, -0.57372, 1.94398], [0.71924, -0.58732, 3.28428], [-0.41366, -0.63732, 1.27018], [5.27284, 0.19478, -1.33222], [3.69994, 0.51418, -2.01442], [4.34684, -1.15112, -2.00732], [5.61244, -0.82792, 0.55128], [4.36114, -1.44232, 1.60448], [4.73304, 0.31408, 1.56478], [2.00394, -0.56132, -1.87332], [2.69134, -0.38352, 2.01188], [1.56404, -0.54822, 3.83118], [-0.14446, -0.60822, 3.80378], [-1.22866, -0.75392, 1.87088], [-6.31596, 1.93888, -1.02352], [-5.18566, 1.28328, -1.07932], [-5.06556, -0.11602, -1.13212], [-3.81536, -0.69082, -1.19762], [-2.67816, 0.02368, -1.18922], [-2.80376, 1.35768, -1.13842], [-1.13006, 2.30148, -1.12312], [-3.99046, 2.03448, -1.09252], [-7.10966, 1.38148, -1.04742], [-5.94826, -0.73862, -1.12502], [-3.70886, -1.76852, -1.26282], [-4.03556, 3.11128, -1.06832]],
  "forces_ev_per_angstrom": [[-0.564, -0.282, -0.639], [0.042, 0.034, -0.433], [-0.217, 0.022, 0.147], [0.308, -0.060, 0.421], [-0.019, -0.043, -0.219], [0.766, -0.153, -0.369], [0.736, 0.093, 0.262], [-0.750, -0.105, 0.077], [0.170, 0.007, 0.192], [0.063, -0.230, 1.014], [-0.047, -0.043, 0.058], [-0.035, 0.008, -0.007], [-0.017, 0.012, -0.018], [-0.148, 0.019, 0.053], [0.009, 0.025, -0.051], [-0.012, -0.055, -0.040], [-0.158, 0.017, 0.291], [-0.179, 0.036, -0.155], [-0.013, -0.030, -0.072], [0.080, -0.003, -0.080], [0.296, 0.072, -0.153], [-0.458, 0.337, 0.018], [0.975, -0.619, -0.090], [-0.002, 0.161, -0.025], [-0.262, -0.134, 0.014], [0.132, 0.266, -0.106], [-0.102, 0.188, -0.027], [-0.614, 0.313, -0.101], [-0.188, 0.058, 0.006], [0.201, -0.017, 0.007], [-0.002, -0.103, -0.040], [-0.014, 0.116, 0.045], [0.024, 0.092, 0.019]]
}



# 6
{
  "formula": "C9H15BrN4",
  "method": "ωB97M-V/def2-TZVPD",
  "lumo_energy_ha": 0.0116,
  "total_charge": 0,
  "spin_multiplicity": 1,
  "homo_lumo_gap_ev": 9.4,
  "smiles": "CC1(C)N=NC2=C1[C@@](Br)(NN)CCC2",
  "e_above_lowest_kcal_mol": 0.0,
  "species": ["C", "C", "C", "N", "N", "C", "C", "C", "Br", "N", "N", "C", "C", "C", "H", "H", "H", "H", "H", "H", "H", "H", "H", "H", "H", "H", "H", "H", "H"],
  "coordinates": [[-1.71439, 1.44362, 1.44736], [-1.52642, 1.36655, -0.09255], [-1.05812, 2.68009, -0.67428], [-2.74848, 1.00771, -0.81338], [-2.60128, -0.10782, -1.34595], [-1.36549, -0.70707, -1.15762], [-0.62244, 0.18855, -0.41172], [0.98702, -0.04088, 0.03955], [2.17058, 0.64737, -1.37239], [1.32160, 0.55864, 1.34678], [1.99268, -0.16722, 2.30110], [1.16988, -1.58465, 0.07242], [0.61374, -2.12555, -1.21477], [-0.84361, -2.01946, -1.52506], [-1.87283, 2.47783, 1.69546], [-0.90173, 1.09997, 2.12913], [-2.64269, 0.71842, 1.62026], [-0.12332, 2.94847, -0.11005], [-1.71731, 3.48369, -0.53563], [-0.87893, 2.59641, -1.73891], [1.78387, 1.52578, 1.15800], [3.05698, -0.24646, 2.31644], [1.73379, 0.10498, 3.22093], [0.48158, -2.06359, 0.80887], [2.17127, -1.81431, 0.25621], [0.78909, -3.23102, -1.31092], [1.12329, -1.57631, -1.98865], [-1.45240, -2.95467, -1.25513], [-1.01032, -2.04038, -2.63678]],
  "forces_ev_per_angstrom": [[-1.987, -2.070, 0.266], [1.697, -0.799, 0.176], [2.238, -0.424, 0.522], [0.071, -0.374, 0.590], [-2.151, -0.667, -1.351], [2.438, 2.530, 3.617], [1.992, -0.434, -0.198], [-2.707, -1.332, 1.256], [0.069, 0.464, -0.013], [0.829, 3.341, -1.937], [2.256, -1.663, 0.265], [-3.449, 0.711, 0.182], [1.114, -1.924, -1.206], [-2.389, -1.187, -1.965], [-0.781, 0.326, 0.332], [-0.341, 0.033, -1.242], [1.722, 1.927, 0.217], [-0.556, -0.110, -0.848], [-1.309, 0.895, 0.409], [0.328, -0.054, -0.173], [-1.201, -2.122, 0.456], [-1.802, 0.533, -0.798], [-0.589, 0.250, 0.517], [0.874, 0.829, 0.380], [1.477, -0.619, 0.191], [0.600, 1.030, 0.051], [0.374, -0.393, -0.694], [0.591, 1.576, 0.420], [0.592, -0.274, 0.577]]
}